[1]
Molecular formula: CH2N2O3S
Method: DFT, the ωB97M-V functional and the def2-TZVPD basis

Values from the calculation:
Energy relative to the best compared isomer or geometry (same formula, charge and spin) ... 0.74 kcal/mol
Orbital gap ... 11.71 eV
SMILES ... NS(=O)(=O)N=C=O
HOMO energy ... -0.423 Eh
LUMO level ... 0.2 eV

Last column: natural (NBO) charge in e.
Cartesian coordinates (Å):
C -3.2570 0.7790 -0.0350  0.90
N -2.2711 0.2202 -0.3463  -0.86
N 0.2316 -0.3338 0.0499  -0.99
O -4.2939 1.3069 0.0711  -0.48
O -1.6049 -1.6031 1.3164  -0.89
O -1.4091 -1.8553 -1.1525  -0.89
S -1.2685 -1.0949 0.0080  2.42
H 0.1234 0.4773 -0.5060  0.40
H 0.2542 -0.0838 1.0209  0.39

Atoms 1-3, force components in eV/Å:
C -3.6143 1.0101 0.0951
N 3.1951 -1.1307 -0.1081
N -1.6283 -1.8449 0.7318

[2]
Molecular formula: C23H48INO18SSi2
Method: DFT, the ωB97M-V functional and the def2-TZVPD basis

Values from the calculation:
Orbital gap ... 9.49 eV
HOMO energy ... -0.338 Eh
LUMO level ... 0.3 eV

Last column: Mulliken charge in e.
Cartesian coordinates (Å):
C -2.4496 3.1921 2.0367  -1.19
C -1.4009 2.9787 0.9690  0.38
O -1.6419 2.3553 -0.0315  -0.52
N -0.1501 3.6269 1.1715  0.44
C 0.3557 4.2059 -0.0932  -0.91
Si 1.0520 2.7423 2.1095  0.09
C 0.2171 1.4187 3.1212  -1.30
C -0.2848 0.1875 2.3092  0.21
C -0.2898 -1.0987 3.1694  -0.63
S -1.8075 -2.1112 2.9737  -0.24
C 2.3381 1.8971 0.9838  0.51
C 3.7049 2.4869 1.1034  -0.26
O 4.5048 2.1270 1.8730  -0.47
I 4.2620 4.1229 -0.1920  -0.08
O 1.8475 3.8762 3.0083  -0.33
Si 2.8639 3.5819 4.2922  0.49
H -2.3395 2.4827 2.8633  0.21
H -2.3465 4.2012 2.4566  0.36
H -3.4477 3.0858 1.5979  0.35
H -0.2801 5.0597 -0.3720  0.38
H 0.3392 3.4858 -0.9183  0.32
H 1.3605 4.5991 0.0656  0.16
H 0.8682 1.0674 3.9325  0.75
H -0.6602 1.8543 3.6227  0.37
H 0.3427 -0.0003 1.4308  0.11
H -1.3158 0.3798 1.9829  0.17
H -0.2589 -0.8601 4.2371  0.44
H 0.5600 -1.7404 2.9111  0.20
H -2.1115 -1.7337 1.7250  0.11
H 2.4549 0.8580 1.3398  -0.26
H 2.0038 1.8565 -0.0592  0.67
H 2.2372 4.1281 5.5143  -0.21
H 3.0735 2.1318 4.4835  -0.16
H 4.1649 4.2388 4.0875  -0.15
C 5.1430 -1.4274 0.3932  -0.57
O 4.4630 -2.6734 0.1914  -0.32
C 3.1598 -2.6541 0.4353  0.66
O 2.5219 -1.7225 0.8635  -0.48
O 2.6729 -3.8549 0.1205  -0.27
C 1.2675 -4.0289 0.3332  -0.70
H 6.1866 -1.6121 0.1614  0.26
H 4.7523 -0.6747 -0.2864  0.18
H 5.0415 -1.0962 1.4256  0.30
H 0.6998 -3.3105 -0.2560  0.32
H 1.0214 -3.9209 1.3864  0.29
H 1.0394 -5.0386 0.0033  0.27
C 2.9034 -2.4240 -3.0787  -0.19
O 3.2645 -1.4940 -4.1051  -0.39
C 4.2411 -0.6553 -3.7623  0.74
O 4.8007 -0.6248 -2.6948  -0.54
O 4.4911 0.1462 -4.7944  -0.37
C 5.5221 1.1110 -4.5586  -0.58
H 2.0920 -3.0270 -3.4767  0.37
H 3.7492 -3.0565 -2.8241  0.09
H 2.5617 -1.8903 -2.1917  0.09
H 6.4656 0.6161 -4.3364  0.29
H 5.2494 1.7692 -3.7356  0.26
H 5.6091 1.6819 -5.4779  0.22
C -6.9958 3.4276 -4.9568  -0.63
O -6.4705 2.5069 -3.9979  -0.33
C -5.1617 2.6455 -3.7646  0.76
O -4.4416 3.4583 -4.2852  -0.54
O -4.7985 1.7363 -2.8657  -0.31
C -3.4067 1.7712 -2.5132  -0.53
H -8.0539 3.1974 -5.0410  0.21
H -6.8638 4.4533 -4.6170  0.29
H -6.5088 3.2970 -5.9214  0.29
H -3.1450 2.7302 -2.0779  0.26
H -2.7917 1.5783 -3.3909  0.31
H -3.2630 0.9908 -1.7746  0.22
C 4.0023 -5.8171 -2.0812  -0.41
O 4.1374 -7.2243 -2.3118  -0.35
C 3.0838 -7.7769 -2.9093  0.75
O 2.0778 -7.2014 -3.2401  -0.55
O 3.3285 -9.0761 -3.0802  -0.34
C 2.2700 -9.7968 -3.7177  -0.63
H 4.9138 -5.5012 -1.5817  0.32
H 3.9053 -5.2941 -3.0300  0.31
H 3.1512 -5.6038 -1.4445  0.12
H 2.0814 -9.3996 -4.7133  0.29
H 1.3593 -9.7451 -3.1239  0.30
H 2.6111 -10.8254 -3.7862  0.21
C -5.5923 2.0718 6.1524  -0.66
O -5.6622 2.7404 4.8893  -0.28
C -6.8110 2.5614 4.2348  0.77
O -7.7467 1.9108 4.6190  -0.54
O -6.7391 3.2249 3.0803  -0.27
C -7.9089 3.1129 2.2624  -0.66
H -4.6121 2.3053 6.5574  0.21
H -6.3678 2.4373 6.8228  0.31
H -5.6949 0.9962 6.0225  0.31
H -8.7771 3.5158 2.7803  0.31
H -8.0900 2.0739 1.9945  0.31
H -7.7036 3.6961 1.3698  0.21

Atoms 1-3, force components in eV/Å:
C -0.0876 0.3982 0.1849
C -0.0807 0.2343 0.4996
O -0.1524 -0.1108 -0.5088

[3]
Molecular formula: C34H23FeN6O9Se
Method: DFT, the ωB97M-V functional and the def2-TZVPD basis

Values from the calculation:
Multiplicity ... 2
Energy relative to the best compared isomer or geometry (same formula, charge and spin) ... 37.19 kcal/mol
Orbital gap (spin up / spin down) ... 5.65 / 5.65 eV
Charge ... -2
⟨S²⟩ ... 0.95
HOMO energy (spin up / spin down) ... -0.092 / -0.091 Eh
LUMO level (spin up / spin down) ... 3.2 / 3.2 eV

Last column: Mulliken spin population.
Cartesian coordinates (Å):
Fe 1.3865 0.2352 0.7384  1.16
O -0.3044 4.1753 2.3255  0.00
C -1.3264 3.6244 2.9805  0.00
C -2.2581 4.4938 3.5645  0.00
C -3.3564 4.0036 4.2408  0.00
C -3.5595 2.6303 4.3557  0.00
C -2.6367 1.7671 3.7925  0.00
C -1.5153 2.2353 3.1097  0.01
C -0.5277 1.2805 2.5340  0.00
O 0.4511 1.7604 1.8540  0.00
N -0.7202 0.0041 2.7495  0.00
N 0.3329 -0.6854 2.1632  -0.06
C 0.4955 -1.8944 2.5572  -0.01
C 1.6930 -2.6440 2.2977  0.04
C 1.7516 -4.0110 2.5905  0.00
C 2.9302 -4.7161 2.4847  0.01
C 4.0918 -4.0283 2.1055  0.00
C 4.0657 -2.6811 1.8335  0.00
C 2.8587 -1.9404 1.9008  -0.01
O 2.8697 -0.6745 1.6350  -0.01
H 0.1937 3.4523 1.8608  0.00
H -2.0898 5.5576 3.4540  0.00
H -4.0664 4.6972 4.6780  0.00
H -4.4237 2.2427 4.8808  0.00
H -2.7517 0.6938 3.8741  0.00
H -0.2706 -2.3152 3.2086  0.00
H 0.8378 -4.5102 2.8969  0.00
H 2.9603 -5.7781 2.6942  0.00
H 5.0290 -4.5679 2.0178  0.00
H 4.9568 -2.1458 1.5310  0.00
N -1.5178 -0.4783 -0.1021  0.00
C -1.6194 -1.8123 0.1695  -0.02
C -2.7365 -2.3073 0.8524  0.00
C -2.8217 -3.6398 1.2158  0.00
C -1.7953 -4.5132 0.8864  0.00
C -0.6904 -4.0219 0.2019  0.00
C -0.5624 -2.6839 -0.1601  0.00
C 0.6736 -2.2676 -0.9016  -0.07
C 0.9924 -3.1111 -1.9819  -0.01
C 2.1532 -2.9710 -2.7154  0.01
C 3.0500 -1.9747 -2.3567  -0.01
C 2.7444 -1.1295 -1.3044  0.01
C 1.5555 -1.2166 -0.5696  -0.05
H -2.2987 0.1106 0.1283  0.00
H -0.9258 -0.1517 -0.8495  0.00
H -3.5296 -1.6160 1.1156  0.00
H -3.6920 -3.9935 1.7569  0.00
H -1.8412 -5.5574 1.1709  0.00
H 0.1352 -4.6875 -0.0210  0.00
H 0.2865 -3.8895 -2.2500  0.00
H 2.3545 -3.6306 -3.5520  0.00
H 3.9818 -1.8461 -2.8960  0.00
H 3.4597 -0.3645 -1.0357  0.00
O 0.2968 3.3675 -0.4514  0.00
C 0.2186 2.3656 -1.1423  0.01
O 0.5533 1.1570 -0.9110  0.01
C -0.3546 2.5608 -2.5533  0.00
C -0.3951 3.8531 -3.0643  0.00
C -0.9199 4.0648 -4.3263  0.00
C -1.4268 3.0422 -5.1049  0.00
C -1.3749 1.7727 -4.5679  0.00
C -0.8386 1.5089 -3.3168  0.00
N -1.9129 0.6612 -5.3711  0.00
O -2.3139 0.9163 -6.4949  0.00
O -1.9326 -0.4428 -4.8709  0.00
N -0.9610 5.4322 -4.8746  0.00
O -0.4695 6.3238 -4.2171  0.00
O -1.4920 5.5913 -5.9614  0.00
H -0.0235 4.6616 -2.4509  0.00
H -1.8414 3.2264 -6.0818  0.00
H -0.7823 0.4934 -2.9531  0.00
Se 4.9353 3.2154 -1.0464  0.00
C 3.6823 2.1966 -0.2375  -0.02
N 2.8994 1.5240 0.2869  0.03

Atoms 1-3, force components in eV/Å:
Fe 1.1024 0.5833 0.8996
O 0.0029 0.0264 -0.0086
C -0.0565 -0.0244 -0.0171

[4]
Molecular formula: C20H52NO2P2PdSi4Te
Method: DFT, the ωB97M-V functional and the def2-TZVPD basis

Values from the calculation:
Multiplicity ... 5
Orbital gap (spin up / spin down) ... 4.94 / 4.73 eV
Charge ... +1
⟨S²⟩ ... 6.02
HOMO energy (spin up / spin down) ... -0.264 / -0.390 Eh
LUMO level (spin up / spin down) ... -2.2 / -5.9 eV

Last column: Mulliken spin population.
Cartesian coordinates (Å):
C 0.8905 -1.2381 -6.2479  0.01
C 0.9518 -0.9733 -4.8831  0.03
N -0.1750 -0.9311 -4.1553  0.04
C -1.3841 -1.1149 -4.7104  0.02
C -1.4967 -1.4656 -6.0621  0.00
C -0.3407 -1.5239 -6.8380  0.01
C 2.2624 -0.9817 -4.1719  0.01
P 2.1886 -0.4625 -2.4222  0.19
Pd -0.0945 -0.5806 -1.9964  0.87
P -2.3902 -0.2271 -2.2116  0.10
C -2.6552 -1.0697 -3.8623  0.00
O 2.0882 3.9121 -6.0710  0.00
O -0.5598 2.2700 -3.8316  0.01
H 1.8386 -1.2751 -6.7846  0.00
H -2.4831 -1.7155 -6.4673  0.00
H -0.3854 -1.8015 -7.8941  0.00
C 3.0771 -1.8209 -1.5789  0.05
C 3.1888 1.0228 -2.2384  0.05
H -3.4554 -0.5274 -4.4058  0.00
H -3.0402 -2.0781 -3.6089  0.01
H 3.0754 -0.5061 -4.7047  0.00
H 2.6388 -2.0245 -4.1256  0.00
C -3.4401 -1.1234 -1.0277  -0.01
C -3.2609 1.3549 -2.4401  0.04
H -0.7135 1.6407 -0.5658  0.23
H -0.7965 3.1685 -3.6022  0.00
H 1.9852 3.9657 -7.0859  0.00
H 2.8255 3.2275 -5.9523  0.00
H 0.1021 -0.9949 -0.3979  0.49
H -0.8377 2.2370 -4.8084  0.00
H 4.1364 -1.8434 -1.8634  0.00
H 3.0141 -1.7173 -0.4868  -0.01
H 2.6540 -2.7875 -1.8865  0.00
H 4.2509 0.7934 -2.3464  0.01
H 2.8957 1.7326 -3.0107  0.00
H 3.0329 1.4756 -1.2547  0.00
H -4.3325 1.1866 -2.6364  0.00
H -3.1168 1.9806 -1.5510  0.00
H -2.8428 1.8876 -3.2945  0.00
H -4.5049 -0.9271 -1.2400  0.00
H -3.2076 -2.1962 -1.0863  0.00
H -3.1806 -0.7791 -0.0128  0.02
C -3.4025 -0.0592 3.3111  0.01
Si -1.8286 -1.0940 3.4974  -0.03
C -1.5966 -1.5279 5.3265  0.07
C -2.0251 -2.6897 2.4983  0.01
Si 0.0483 0.1204 2.7717  0.42
Te 0.5548 0.7805 0.1898  1.01
Si -0.0607 2.3193 3.5136  0.07
C -0.2857 2.3639 5.3913  0.04
C 1.5085 3.2458 3.0275  0.03
C -1.5442 3.1063 2.6431  0.02
Si 2.0044 -1.0135 3.3929  0.05
C 2.1718 -1.0218 5.2814  0.05
C 1.8778 -2.7888 2.7233  0.01
C 3.5374 -0.1788 2.6369  0.02
H -4.2875 -0.6290 3.6308  0.00
H -3.5782 0.2368 2.2682  0.00
H -3.3781 0.8477 3.9304  0.00
H -2.4985 -2.0258 5.7133  0.01
H -0.7769 -2.2403 5.4858  -0.01
H -1.4239 -0.6385 5.9487  -0.01
H -2.1777 -2.4913 1.4295  0.01
H -1.1560 -3.3531 2.5985  0.00
H -2.9046 -3.2590 2.8353  0.00
H 0.5874 1.9364 5.9095  0.00
H -0.3764 3.4266 5.6730  0.01
H -1.1995 1.8400 5.7126  0.00
H 1.6459 3.2947 1.9363  0.00
H 1.4112 4.2744 3.4096  0.01
H 2.4013 2.7990 3.4876  0.00
H -1.4293 3.0744 1.5503  0.00
H -2.4982 2.6309 2.9112  0.00
H -1.5834 4.1617 2.9553  0.00
H 1.3437 -1.5610 5.7681  0.00
H 3.1165 -1.5440 5.5150  0.00
H 2.2295 0.0059 5.6784  -0.01
H 1.7367 -2.7932 1.6289  0.02
H 2.8299 -3.2975 2.9548  0.00
H 1.0532 -3.3427 3.2030  0.01
H 3.4618 -0.1274 1.5364  0.00
H 3.6743 0.8399 3.0416  0.00
H 4.4143 -0.7972 2.9054  0.00

Atoms 1-3, force components in eV/Å:
C 0.0638 0.0301 0.0873
C -0.8117 -0.6146 -0.6261
N -0.3866 0.1609 -0.0564